1.
{
  "formula": "C8H8N6O",
  "method": "ωB97M-V/def2-TZVPD",
  "smiles": "C=C(C#Cn1ccnn1)n1ccnn1.O",
  "de_lowest_ev": 0.000,
  "lumo_energy_ev": -0.41,
  "homo_lumo_gap_ev": 8.80,
  "spin_multiplicity": 1,
  "max_force_ha_per_bohr": 0.06902,
  "e_homo_ev": -9.21,
  "species": ["C", "C", "C", "C", "C", "C", "C", "C", "N", "N", "N", "N", "N", "N", "O", "H", "H", "H", "H", "H", "H", "H", "H"],
  "positions_angstrom": [[0.074, 0.744, -0.281], [-1.124, 0.578, -0.097], [-4.532, 0.165, 0.303], [3.685, -1.478, 0.132], [-3.353, 0.805, 0.655], [2.404, -1.066, -0.177], [1.759, 2.513, -0.561], [1.413, 1.258, -0.155], [-4.221, -0.884, -0.512], [4.422, -0.331, 0.422], [-2.971, -0.899, -0.700], [3.707, 0.701, 0.329], [-2.400, 0.154, -0.039], [2.404, 0.309, -0.030], [-0.415, -2.188, -0.058], [-5.606, 0.226, 0.477], [4.074, -2.444, 0.115], [-3.031, 1.394, 1.415], [1.580, -1.715, -0.415], [-1.376, -2.231, -0.222], [0.902, 3.261, -0.669], [2.876, 2.615, -0.532], [-0.273, -1.487, 0.598]],
  "nbo_charge": [0.001, 0.173, -0.129, -0.139, -0.039, -0.064, -0.345, 0.055, -0.184, -0.192, -0.062, -0.051, -0.244, -0.231, -0.962, 0.239, 0.221, 0.230, 0.272, 0.493, 0.233, 0.255, 0.468]
}

=====

2.
{
  "formula": "H2O4P2",
  "method": "ωB97M-V/def2-TZVPD",
  "de_lowest_ev": 1.479,
  "lumo_energy_ev": 7.40,
  "homo_lumo_gap_ev": 7.25,
  "spin_multiplicity": 1,
  "max_force_ha_per_bohr": 0.06694,
  "total_charge": -2,
  "e_homo_ev": 0.16,
  "species": ["O", "O", "O", "O", "P", "P", "H", "H"],
  "positions_angstrom": [[-0.393, -1.876, -1.296], [-0.753, 1.618, 1.321], [-0.769, -1.743, 1.199], [-0.920, 1.645, -1.141], [-0.082, -1.193, -0.021], [-0.224, 1.100, 0.045], [2.103, -0.854, 0.094], [1.037, 1.303, -0.201]],
  "nbo_charge": [-1.169, -1.178, -1.168, -1.207, 1.730, 1.752, -0.556, -0.204]
}

=====

3.
{
  "formula": "C4H8N2O2",
  "method": "ωB97M-V/def2-TZVPD",
  "smiles": "[H]/N=C(\\C)N(C)C(=O)O",
  "de_lowest_ev": 4.135,
  "lumo_energy_ev": 0.61,
  "homo_lumo_gap_ev": 8.87,
  "spin_multiplicity": 1,
  "max_force_ha_per_bohr": 0.13317,
  "e_homo_ev": -8.26,
  "species": ["C", "C", "N", "C", "C", "O", "N", "O", "H", "H", "H", "H", "H", "H", "H", "H"],
  "positions_angstrom": [[-0.292, 1.541, -0.444], [-2.065, -0.629, 0.253], [0.184, 0.315, 0.171], [1.889, 0.229, 0.303], [-0.311, -0.899, 0.082], [2.618, 0.102, -0.832], [0.132, -2.054, -0.073], [2.513, 0.324, 1.346], [3.560, 0.087, -0.570], [0.179, -2.738, 0.681], [-0.761, 1.335, -1.408], [-1.022, 2.003, 0.225], [0.539, 2.237, -0.565], [-2.343, 0.178, 0.927], [-2.396, -1.582, 0.662], [-2.424, -0.450, -0.758]],
  "nbo_charge": [-0.410, -0.728, -0.456, 0.912, 0.598, -0.683, -0.849, -0.581, 0.507, 0.408, 0.211, 0.213, 0.226, 0.200, 0.220, 0.210]
}

=====

4.
{
  "formula": "H6NaO7S",
  "method": "ωB97M-V/def2-TZVPD",
  "de_lowest_ev": 0.223,
  "lumo_energy_ev": 1.13,
  "homo_lumo_gap_ev": 4.38,
  "spin_multiplicity": 1,
  "max_force_ha_per_bohr": 0.05663,
  "total_charge": -1,
  "e_homo_ev": -3.25,
  "species": ["Na", "S", "O", "O", "O", "O", "O", "H", "H", "O", "H", "H", "O", "H", "H"],
  "positions_angstrom": [[-0.126, 0.631, 0.402], [2.256, -0.891, -1.632], [3.060, -1.722, -0.696], [3.062, -0.423, -2.770], [1.076, -1.662, -2.101], [1.753, 0.292, -0.883], [-2.784, 0.591, 1.156], [-2.749, -0.374, 1.192], [-2.583, 0.879, 2.055], [-1.069, -1.145, -1.319], [-0.124, -1.364, -1.606], [-1.488, -1.996, -1.166], [0.100, 2.190, 2.184], [0.260, 2.199, 3.134], [-0.644, 2.794, 2.053]],
  "nbo_charge": [0.951, 2.595, -1.091, -1.068, -1.074, -1.195, -0.943, 0.487, 0.460, -1.063, 0.492, 0.442, -0.953, 0.486, 0.475]
}

=====

5.
{
  "formula": "C6H6O",
  "method": "ωB97M-V/def2-TZVPD",
  "smiles": "C#CC(=C)C(=C)O",
  "de_lowest_ev": 4.561,
  "lumo_energy_ev": 0.35,
  "homo_lumo_gap_ev": 9.33,
  "spin_multiplicity": 1,
  "max_force_ha_per_bohr": 0.08516,
  "e_homo_ev": -8.98,
  "species": ["C", "C", "C", "C", "O", "C", "C", "H", "H", "H", "H", "H", "H"],
  "positions_angstrom": [[0.049, 0.913, -0.472], [0.246, -0.456, -0.065], [0.109, 1.512, -1.650], [1.388, -1.132, -0.234], [-1.027, 1.347, 0.567], [-0.769, -0.822, 0.912], [-1.282, -1.536, 1.763], [-0.755, 1.344, 1.500], [0.641, 1.063, -2.484], [-0.420, 2.442, -1.830], [2.189, -0.749, -0.856], [1.536, -2.080, 0.276], [-1.906, -1.848, 2.572]],
  "nbo_charge": [0.287, -0.170, -0.418, -0.312, -0.734, -0.009, -0.237, 0.488, 0.220, 0.230, 0.205, 0.214, 0.236]
}

=====

6.
{
  "formula": "C3H8N3O4P",
  "method": "ωB97M-V/def2-TZVPD",
  "de_lowest_ev": 5.534,
  "lumo_energy_ev": -0.95,
  "homo_lumo_gap_ev": 9.14,
  "spin_multiplicity": 1,
  "max_force_ha_per_bohr": 0.08648,
  "e_homo_ev": -10.08,
  "species": ["C", "C", "C", "N", "N", "N", "O", "O", "O", "O", "P", "H", "H", "H", "H", "H", "H", "H", "H"],
  "positions_angstrom": [[-2.289, -0.728, -1.026], [-1.185, -0.523, 1.265], [-1.513, 0.201, -0.040], [3.580, 1.157, 1.329], [2.980, 1.591, -0.798], [2.874, 1.067, 0.311], [1.789, -0.046, 0.382], [0.992, -1.264, -1.744], [-0.417, 0.792, -0.696], [1.828, 1.172, -1.679], [0.991, -0.021, -1.029], [-1.639, -1.538, -1.218], [-3.015, -1.191, -0.386], [-2.726, -0.183, -1.765], [-0.242, -0.057, 1.710], [-0.984, -1.577, 1.199], [-1.942, -0.402, 1.959], [-2.197, 1.028, 0.182], [3.117, 0.522, 2.045]],
  "nbo_charge": [-0.620, -0.656, 0.111, -0.437, 0.043, 0.354, -0.694, -1.034, -0.778, -0.646, 2.488, 0.224, 0.205, 0.216, 0.221, 0.216, 0.224, 0.186, 0.379]
}